[1]
FH5Si2 | ωB97M-V/def2-TZVPD

```
! wB97M-V def2-TZVPD RIJCOSX def2/J DEFGRID3
* xyz 0 1
F -2.370 0.781 -0.074
Si 1.705 0.469 -0.078
Si -1.515 -0.608 -0.195
H 1.002 1.713 0.375
H 2.789 0.733 -0.965
H 2.414 -0.534 1.053
H -1.910 -1.275 1.223
H -2.116 -1.278 -1.339
*
```

Calculated values
Energy above the lowest of the compared OMol25 structures with the same formula, charge and spin: 225.7 kJ/mol
E_LUMO: -1.222 eV
HOMO: -8.35 eV
E: -681.747252 hartree
Frontier orbital gap: 7.13 eV

[2]
FH8O4Zr | ωB97M-V/def2-TZVPD

```
! wB97M-V def2-TZVPD RIJCOSX def2/J DEFGRID3
* xyz 2 2
Zr -1.387 -0.716 -0.839
F 0.530 -0.466 0.101
O 2.456 0.550 1.780
H 3.110 -0.101 1.525
H 1.721 0.397 1.185
O -0.476 1.489 -1.374
H -0.557 2.025 -2.163
H 0.095 1.995 -0.797
O -0.329 -2.862 -0.900
H -0.001 -3.201 -1.733
H 0.257 -3.234 -0.241
O -1.774 1.105 0.872
H -1.076 1.633 1.259
H -2.569 1.388 1.324
*
```

Calculated values
E_LUMO (alpha / beta): -11.059 / -10.875 eV
HOMO (alpha / beta): -16.58 / -16.58 eV
E: -451.990512 hartree
Frontier orbital gap (alpha / beta): 5.52 / 5.71 eV

[3]
FHI2OP | ωB97M-V/def2-TZVPD

```
! wB97M-V def2-TZVPD RIJCOSX def2/J DEFGRID3
* xyz 1 1
O -0.302 -0.193 0.616
F -2.144 0.288 2.216
P -1.933 0.290 0.657
I -2.159 2.484 -0.088
I -3.368 -1.431 -0.272
H 0.305 0.513 0.422
*
```

Calculated values
Energy above the lowest of the compared OMol25 structures with the same formula, charge and spin: 9.3 kJ/mol
E_LUMO: -6.531 eV
HOMO: -15.32 eV
E: -1112.238506 hartree
Frontier orbital gap: 8.78 eV

[4]
FHMgNO3PrS2 | ωB97M-V/def2-TZVPD

```
! wB97M-V def2-TZVPD RIJCOSX def2/J DEFGRID3
* xyz 1 4
Mg 1.991 2.958 0.619
N 0.964 0.067 -0.528
S 0.994 1.641 -1.383
S 2.088 -0.213 0.531
O -0.671 -3.062 1.651
O 2.573 1.087 1.164
F 3.471 -0.492 -0.448
Pr -0.968 -2.113 -0.345
O -1.999 -3.626 1.249
H -2.602 -3.305 1.932
*
```

Calculated values
Energy above the lowest of the compared OMol25 structures with the same formula, charge and spin: 169.5 kJ/mol
E_LUMO (alpha / beta): -5.763 / -5.764 eV
HOMO (alpha / beta): -9.91 / -11.47 eV
E: -1894.081874 hartree
Frontier orbital gap (alpha / beta): 4.15 / 5.70 eV